# C8H18N2

2 unconnected molecules or ions with the total composition C8H18N2 (wB97M-V/def2-TZVPD, OMol25).

```
28
C8H18N2 wB97M-V/def2-TZVPD
C 0.07051 1.48277 -0.08052
C 1.36048 0.26266 -1.17681
C 1.20143 1.69177 -1.18617
C -1.30226 1.82640 -0.64283
C 0.46008 2.22145 1.19672
C 2.24733 -0.48838 -0.33412
H 0.60345 -0.35323 -1.68032
H 2.04581 2.26500 -0.81054
H 0.77881 2.11291 -2.09412
H -1.53211 1.19098 -1.49805
H -2.06347 1.63777 0.11557
H 0.51189 3.29992 1.02816
H 1.42768 1.88160 1.56978
H -0.28135 2.01904 1.97094
H -1.35659 2.87696 -0.94061
H 2.61402 -1.37704 -0.85049
H 3.05726 0.07343 0.12606
H 1.46916 -0.95335 0.46214
C -1.77902 -3.07529 0.81672
C -0.88108 -1.98057 0.24610
N -0.12518 -1.28367 1.10721
N -0.81428 -1.74091 -1.04233
H -0.25531 -1.57401 2.06723
H -0.02886 0.40199 0.27379
H -1.42107 -2.36645 -1.56021
H -2.47745 -2.64788 1.54049
H -2.35326 -3.58022 0.03857
H -1.17659 -3.82366 1.33765
```

HOMO level, eV: -7.212
Electronic energy, eV: -11564.9400
Multiplicity: 1
Charge: 0
Energy relative to the best compared isomer or geometry (same formula, charge and spin), kJ/mol: 334.0

=====

# C8H18N2

A single C8H18N2 molecule (wB97M-V/def2-TZVPD, OMol25).

```
28
C8H18N2 wB97M-V/def2-TZVPD
C 0.96464 -1.77115 1.00248
C 0.65307 -0.47392 0.97453
N 0.28225 0.25323 2.09408
C -0.36312 -0.38168 3.21550
N 0.78077 0.34934 -0.18183
C 2.02225 0.13357 -0.89952
C -0.43332 0.44841 -1.01419
C -1.55816 1.09818 -0.19606
C -0.92165 -0.92193 -1.51526
C -0.15707 1.35203 -2.22166
H 1.29619 -2.28321 0.11936
H 0.92412 -2.35144 1.90502
H -0.05007 1.17752 1.86784
H -0.63858 0.37852 3.94342
H -1.26437 -0.94047 2.92791
H 0.32824 -1.07710 3.69253
H 2.79934 -0.07354 -0.16702
H 2.29557 1.04112 -1.43697
H 1.99338 -0.70034 -1.61248
H -2.42579 1.25709 -0.83180
H -1.23805 2.06354 0.18845
H -1.86363 0.46190 0.62962
H -1.17176 -1.56532 -0.67441
H -0.15279 -1.41129 -2.10847
H -1.80227 -0.79912 -2.13795
H 0.27371 2.29564 -1.89605
H 0.51815 0.87944 -2.92919
H -1.09106 1.56101 -2.73790
```

HOMO level, eV: -7.797
SMILES: C=C(NC)N(C)C(C)(C)C
Electronic energy, eV: -11567.5253
Multiplicity: 1
Charge: 0
Energy relative to the best compared isomer or geometry (same formula, charge and spin), kJ/mol: 84.6